Entry 1:
The following is a DFT calculation (wB97M-V/def2-TZVPD) of an isolated molecule of C4H12N2S in a non-equilibrium geometry.

Values from the calculation:
HOMO-LUMO gap	0.3450	Ha
energy relative to the best compared isomer or geometry (same formula, charge and spin)	19.9	kcal/mol
net charge	0

Geometry (Å):
C1 0.893 -2.478 1.598
N1 1.119 -1.575 0.512
C2 0.236 -0.427 0.340
C3 0.946 0.859 0.796
N2 0.041 2.009 1.037
C4 -0.196 -0.346 -1.132
S1 -1.477 0.863 -1.562
H1 0.323 -1.925 2.344
H2 1.838 -2.657 2.118
H3 0.408 -3.389 1.253
H4 1.464 -1.808 -0.399
H5 -0.668 -0.505 0.951
H6 1.518 0.589 1.678
H7 1.622 1.218 0.020
H8 -0.918 1.690 1.016
H9 0.278 2.394 1.940
H10 -0.648 -1.289 -1.407
H11 0.748 -0.233 -1.674
H12 -0.627 1.887 -1.712

Entry 2:
The following is a DFT calculation (wB97M-V/def2-TZVPD) of a cluster of 2 separate species, C4H12N3 in total.

Values from the calculation:
HOMO-LUMO gap (alpha / beta)	0.1696 / 0.3752	Ha
2S+1	2
⟨S²⟩	0.7534
energy relative to the best compared isomer or geometry (same formula, charge and spin)	20.0	kcal/mol
net charge	0

Geometry (Å):
N1 -1.313 0.571 -0.715
C1 -0.620 0.143 -1.845
N2 0.693 -0.321 -1.729
N3 -1.274 0.052 -3.070
H1 -0.842 0.491 0.171
H2 -2.315 0.569 -0.696
H3 1.232 -0.262 -2.580
H4 1.165 -0.013 -0.895
H5 -2.236 0.317 -3.158
H6 -0.971 -0.625 -3.747
C2 -0.003 0.504 2.663
C3 1.185 0.127 1.825
C4 1.371 -1.078 1.309
H7 -0.318 1.526 2.442
H8 -0.835 -0.172 2.471
H9 0.264 0.493 3.717
H10 1.911 0.909 1.620
H11 2.254 -1.357 0.753
H12 0.650 -1.874 1.466

Entry 3:
The following is a DFT calculation (wB97M-V/def2-TZVPD) of a cluster of 4 separate species, C4H12N3 in total in a non-equilibrium geometry.

Values from the calculation:
HOMO-LUMO gap	0.0794	Ha
energy relative to the best compared isomer or geometry (same formula, charge and spin)	357.5	kcal/mol
net charge	+1

Geometry (Å):
C1 1.760 -1.320 3.585
C2 3.023 -1.806 2.913
C3 2.810 -2.317 1.566
N1 -2.512 -2.944 -0.096
C4 -3.438 -3.830 -0.570
N2 3.686 -3.042 0.963
N3 1.239 -2.523 4.319
H1 0.893 -0.945 3.024
H2 -5.187 22.364 -16.110
H3 1.948 -0.620 4.394
H4 3.918 -1.857 3.514
H5 1.812 -2.079 1.209
H6 -5.720 22.184 -16.606
H7 1.800 -3.266 4.691
H8 -2.245 -4.895 -0.778
H9 3.442 -3.209 -0.017
H10 -3.810 -4.648 0.159
H11 0.353 -2.427 4.771
H12 -3.772 -2.820 -0.931

Entry 4:
The following is a DFT calculation (wB97M-V/def2-TZVPD) of the ion C4H12N3 with charge +1 in a non-equilibrium geometry.

Values from the calculation:
HOMO-LUMO gap	0.3645	Ha
energy relative to the best compared isomer or geometry (same formula, charge and spin)	20.4	kcal/mol
net charge	+1

Geometry (Å):
N1 -1.555 -2.230 -1.330
C1 -0.982 -1.058 -1.541
N2 -0.186 -0.400 -0.760
C2 0.111 -0.640 0.638
C3 -0.036 0.647 1.451
C4 1.278 1.461 1.347
N3 1.314 2.068 0.012
H1 -2.015 -2.661 -2.118
H2 -1.948 -2.518 -0.444
H3 -1.007 -0.721 -2.566
H4 0.053 0.541 -1.073
H5 -0.563 -1.407 1.034
H6 1.099 -1.071 0.805
H7 -0.766 1.247 0.928
H8 -0.287 0.436 2.488
H9 1.466 2.185 2.139
H10 2.075 0.738 1.389
H11 0.830 2.948 -0.021
H12 2.262 2.130 -0.321

Entry 5:
The following is a DFT calculation (wB97M-V/def2-TZVPD) of a structure of composition C4H12N3 in a non-equilibrium geometry.

Values from the calculation:
HOMO-LUMO gap (alpha / beta)	0.2672 / 0.2670	Ha
energy relative to the best compared isomer or geometry (same formula, charge and spin)	114.9	kcal/mol
net charge	+1

Geometry (Å):
C1 -1.675 0.646 -0.736
C2 0.924 0.128 -1.318
C3 0.598 -0.038 1.094
C4 0.361 -1.548 1.045
N1 1.101 0.555 0.004
N2 0.324 0.633 2.209
N3 -0.917 0.619 -1.840
H1 -1.748 -0.140 -0.071
H2 -1.859 1.496 -0.148
H3 1.682 0.518 -2.101
H4 0.817 -0.923 -1.380
H5 1.006 -2.073 1.691
H6 0.656 -1.872 0.019
H7 -0.529 -1.797 1.369
H8 1.547 1.455 0.087
H9 0.312 0.175 3.084
H10 0.454 1.590 2.087
H11 -1.146 -0.219 -2.354
H12 -0.809 1.491 -2.367

Entry 6:
The following is a DFT calculation (wB97M-V/def2-TZVPD) of a cluster of 3 separate species, C4H12N3 in total in a non-equilibrium geometry.

Values from the calculation:
HOMO-LUMO gap (alpha / beta)	0.3050 / 0.3148	Ha
energy relative to the best compared isomer or geometry (same formula, charge and spin)	156.2	kcal/mol
net charge	+1

Geometry (Å):
C1 0.885 1.158 -0.425
C2 1.394 1.536 0.938
C3 -2.754 0.355 -0.792
C4 -1.384 0.420 -0.689
N1 -0.264 0.809 -0.682
N2 -1.284 -1.742 0.372
N3 2.035 -1.238 0.326
H1 1.616 1.227 -1.259
H2 2.037 2.506 0.920
H3 0.542 1.720 1.507
H4 2.027 0.692 1.324
H5 -3.438 1.284 -1.099
H6 -3.132 0.111 0.317
H7 -3.050 -0.444 -1.414
H8 -0.278 -1.744 0.271
H9 -1.698 -2.140 -0.451
H10 3.036 -1.057 -0.004
H11 2.190 -1.694 1.175
H12 1.521 -1.760 -0.335

Entry 7:
The following is a DFT calculation (wB97M-V/def2-TZVPD) of the ion C4H12N3 with charge +1 in a non-equilibrium geometry.

Values from the calculation:
HOMO-LUMO gap (alpha / beta)	0.2718 / 0.2338	Ha
2S+1	3
⟨S²⟩	2.0065
energy relative to the best compared isomer or geometry (same formula, charge and spin)	57.1	kcal/mol
net charge	+1

Geometry (Å):
C1 1.694 -0.338 0.333
C2 -0.133 -1.804 0.093
C3 -1.530 0.549 0.892
C4 -0.709 0.799 -1.374
N1 2.250 0.867 0.049
N2 0.427 -0.571 0.263
N3 -0.403 0.580 0.016
H1 2.389 -1.039 0.722
H2 -1.155 -1.500 -0.255
H3 0.335 -2.317 -0.741
H4 -0.096 -2.438 1.045
H5 -2.473 0.063 0.435
H6 -1.294 0.085 1.776
H7 -1.785 1.569 1.137
H8 -1.357 -0.010 -1.561
H9 -1.229 1.808 -1.345
H10 0.165 0.974 -1.920
H11 3.266 1.045 0.390
H12 1.639 1.679 0.045

Entry 8:
The following is a DFT calculation (wB97M-V/def2-TZVPD) of the ion C4H12N3 with charge +2 in a non-equilibrium geometry.

Values from the calculation:
HOMO-LUMO gap (alpha / beta)	0.4070 / 0.2086	Ha
2S+1	2
⟨S²⟩	0.7560
energy relative to the best compared isomer or geometry (same formula, charge and spin)	75.6	kcal/mol
net charge	+2

Geometry (Å):
C1 0.680 1.992 -0.497
C2 1.032 0.394 -0.330
C3 -0.074 -0.392 0.301
C4 -0.516 -1.564 -0.170
N1 -1.423 -2.398 0.613
N2 -0.196 -0.294 1.828
N3 0.435 2.072 -1.948
H1 -0.283 2.155 0.057
H2 1.638 2.485 -0.054
H3 1.198 -0.037 -1.337
H4 1.922 0.385 0.329
H5 -0.176 -1.786 -1.094
H6 -0.927 -3.324 0.628
H7 -2.265 -2.520 0.149
H8 0.689 -0.029 2.346
H9 -0.799 0.490 2.145
H10 -0.633 -1.176 2.160
H11 -0.116 2.955 -2.150
H12 1.295 2.164 -2.456

Entry 9:
The following is a DFT calculation (wB97M-V/def2-TZVPD) of the ion C4H12N3O3 with charge +1 in a non-equilibrium geometry.

Values from the calculation:
HOMO-LUMO gap	0.4081	Ha
energy relative to the best compared isomer or geometry (same formula, charge and spin)	69.9	kcal/mol
net charge	+1

Geometry (Å):
C1 -2.940 -0.818 -0.976
O1 -2.324 0.306 -0.415
C2 -1.492 0.097 0.522
O2 -1.361 -0.989 1.182
O3 -0.813 1.215 0.921
C3 -0.027 1.869 -0.056
C4 1.349 1.141 -0.205
N1 1.226 -0.319 -0.147
N2 2.251 -0.958 -0.888
N3 1.205 -0.764 1.421
H1 -3.179 -0.475 -2.032
H2 -3.788 -1.178 -0.373
H3 -2.165 -1.591 -1.158
H4 -0.037 2.832 0.422
H5 -0.416 1.974 -1.124
H6 2.012 1.674 0.387
H7 1.715 1.162 -1.266
H8 2.144 -2.000 -0.749
H9 3.182 -0.654 -0.796
H10 1.518 0.007 2.165
H11 0.132 -0.947 1.534
H12 1.807 -1.583 1.631

Entry 10:
The following is a DFT calculation (wB97M-V/def2-TZVPD) of a structure of composition C4H12N3S in a non-equilibrium geometry.

Values from the calculation:
HOMO-LUMO gap (alpha / beta)	0.3082 / 0.3083	Ha
energy relative to the best compared isomer or geometry (same formula, charge and spin)	118.3	kcal/mol
net charge	+1

Geometry (Å):
C1 -2.201 0.771 -0.439
C2 -1.402 0.694 0.624
C3 -1.625 0.517 2.064
C4 0.996 0.593 0.304
N1 1.175 -1.757 -1.581
N2 1.687 -0.584 0.641
N3 1.014 0.659 -1.208
S1 1.150 -2.182 0.204
H1 -1.906 0.683 -1.485
H2 -3.303 0.806 -0.206
H3 -2.029 -0.451 2.387
H4 -0.665 0.598 2.667
H5 -2.194 1.255 2.523
H6 1.456 1.447 0.834
H7 1.971 -2.246 -1.974
H8 0.324 -2.194 -2.005
H9 2.356 -0.531 1.323
H10 1.116 -0.479 -1.471
H11 1.812 1.266 -1.449
H12 0.266 1.132 -1.755

Entry 11:
The following is a DFT calculation (wB97M-V/def2-TZVPD) of a structure of composition C4H12N4 in a non-equilibrium geometry.

Values from the calculation:
HOMO-LUMO gap	0.2890	Ha
energy relative to the best compared isomer or geometry (same formula, charge and spin)	108.2	kcal/mol
net charge	0

Geometry (Å):
C1 -0.545 -1.689 -0.733
C2 -0.863 1.974 0.516
C3 -0.357 -0.524 0.206
N1 -0.968 -0.743 1.491
C4 -0.486 0.833 -0.396
H1 -0.480 -0.186 2.190
H2 -0.825 -1.710 1.766
H3 -0.975 0.873 -1.367
H4 0.107 -2.522 -0.428
H5 -0.283 -1.441 -1.765
H6 -1.580 -2.049 -0.735
H7 -0.183 2.039 1.369
H8 -0.832 2.931 -0.010
H9 -1.866 1.809 0.919
N2 1.170 1.031 -0.786
N3 1.374 -0.286 0.501
N4 2.238 -1.139 0.152
H10 1.832 1.712 -0.402
H11 1.355 0.539 -1.660
H12 2.164 -1.452 -0.828

Entry 12:
The following is a DFT calculation (wB97M-V/def2-TZVPD) of an isolated molecule of C4H12N4 in a non-equilibrium geometry.

Values from the calculation:
HOMO-LUMO gap	0.3436	Ha
energy relative to the best compared isomer or geometry (same formula, charge and spin)	9.7	kcal/mol
net charge	0

Geometry (Å):
C1 2.066 1.185 0.074
N1 0.680 1.517 -0.244
C2 -0.282 0.876 0.617
N2 -0.096 1.438 1.923
N3 -0.158 -0.553 0.694
C3 -0.669 -1.340 -0.186
C4 -1.428 -0.928 -1.426
N4 -0.502 -2.684 0.005
H1 2.723 1.706 -0.631
H2 2.357 1.514 1.077
H3 2.268 0.114 -0.027
H4 0.500 1.199 -1.190
H5 -1.290 1.163 0.300
H6 -0.816 1.055 2.524
H7 -0.243 2.437 1.840
H8 -2.437 -1.350 -1.379
H9 -1.510 0.150 -1.554
H10 -0.921 -1.339 -2.305
H11 -0.448 -3.272 -0.817
H12 0.206 -2.887 0.705

no.,calculated total energy (eV)
1,-18157.157
2,-8810.186
3,-8792.231
4,-8806.848
5,-8802.752
6,-8800.961
7,-8800.149
8,-8791.924
9,-14945.710
10,-19636.893
11,-10298.581
12,-10302.850